The following is a quantum chemistry calculation of an isolated molecule of C3H4N2OS2, from the OMol25 dataset.

The geometry in XYZ format:
```
12
Properties=species:S:1:pos:R:3:nbo_charge:R:1
C -0.1242 -0.7734 0.0304 0.141
C -1.3451 -1.6613 0.1160 -0.122
C -0.6508 0.6288 0.0174 0.019
H 2.1543 0.7787 0.0102 0.122
H -1.3463 -2.4391 -0.6378 0.221
H -1.4802 -2.1084 1.1250 0.205
H -2.6663 1.2266 -0.1493 0.427
N 1.0355 -1.2862 0.0072 -0.509
N -1.9572 0.4793 0.0025 -0.255
O -2.4673 -0.7974 -0.1514 -0.336
S 2.5151 -0.5068 -0.0410 0.251
S 0.1255 2.0947 0.0293 -0.163
```

Computed properties:
Energy: -29871.175 eV
Gap between HOMO and LUMO: 8.1954 eV
HOMO: -8.72 eV
Energy relative to the best compared isomer or geometry (same formula, charge and spin): 286.5 kJ/mol
Structure (SMILES): S=C1NOC/C1=N/S

=====

The following is a quantum chemistry calculation of a structure of composition C44H43BaClIN8O8S, from the OMol25 dataset.

The geometry in XYZ format:
```
107
Properties=species:S:1:pos:R:3:lowdin_charge:R:1
Ba -0.3227 -1.4456 -1.9412 1.885
C -0.9277 -3.5682 1.3150 -0.104
N -1.6366 -3.5749 0.0427 -0.294
C -1.5504 -4.9171 -0.5299 -0.084
C -3.0278 -3.1636 0.2251 -0.197
C -3.7605 -2.9254 -1.0886 -0.197
N -3.4578 -1.6388 -1.7166 -0.308
C -3.8166 -1.6932 -3.1346 -0.097
C -4.1731 -0.5513 -1.0621 -0.097
H -1.3428 -4.3074 2.0201 0.092
H -0.9841 -2.5882 1.7881 0.064
H 0.1242 -3.8046 1.1473 0.084
H -2.1074 -5.6447 0.0827 0.097
H -0.5072 -5.2271 -0.5660 0.083
H -1.9344 -4.9437 -1.5464 0.073
H -3.0347 -2.2473 0.8209 0.102
H -3.5758 -3.9220 0.8107 0.125
H -4.8457 -3.0164 -0.9171 0.127
H -3.4939 -3.7059 -1.8011 0.112
H -4.8803 -1.9419 -3.2743 0.093
H -3.1988 -2.4378 -3.6383 0.073
H -3.6348 -0.7219 -3.5970 0.070
H -5.2642 -0.6734 -1.1515 0.094
H -3.8951 0.4011 -1.5139 0.071
H -3.9193 -0.4963 -0.0038 0.071
O -0.9334 -5.4376 -4.2590 0.018
C -0.4437 -4.5070 -3.6209 -0.673
O -0.9001 -3.3417 -3.4502 -0.299
C 0.8814 -4.7863 -2.8906 -0.204
C 1.5254 -6.0046 -3.0772 -0.002
C 2.7031 -6.2537 -2.3958 -0.063
C 3.2039 -5.2792 -1.5426 -0.068
C 2.4974 -4.0950 -1.4158 -0.137
N 1.3649 -3.8498 -2.0727 0.043
H 1.0748 -6.7177 -3.7529 0.115
H 3.2256 -7.1931 -2.5285 0.103
H 4.1238 -5.4259 -0.9927 0.097
H 2.8510 -3.2976 -0.7680 0.103
Cl 0.6445 2.5045 -8.5165 0.650
C 0.8474 1.6043 -7.0349 -0.625
C 1.9843 0.8749 -6.8411 -0.191
C 2.1856 0.1463 -5.6585 -0.661
I 3.9429 -0.9306 -5.4167 0.870
C 1.2468 0.1224 -4.6230 -0.492
O 1.3912 -0.5024 -3.5247 -0.371
C 0.0298 0.8932 -4.8553 -0.145
N -0.8957 0.8664 -3.8643 0.065
C -1.9983 1.5638 -4.0172 -0.167
C -2.2805 2.3401 -5.1510 -0.049
C -1.3643 2.3724 -6.1668 -0.028
C -0.1675 1.6377 -6.0449 -0.177
H 2.7477 0.8589 -7.6074 0.086
H -2.7169 1.5254 -3.2021 0.088
H -3.2061 2.8968 -5.2049 0.104
H -1.5390 2.9547 -7.0609 0.086
C 1.1239 2.6116 3.8657 -0.026
O 1.8400 1.3826 4.0036 -0.064
C 3.0551 1.4253 4.5781 -0.246
C 3.5264 2.4957 5.3284 -0.002
C 4.7775 2.4291 5.9297 -0.076
C 5.5716 1.3076 5.7926 -0.093
C 5.1197 0.2461 5.0186 -0.026
C 3.8835 0.3011 4.4019 -0.192
N 3.4244 -0.8046 3.6274 0.110
C 2.9690 -0.7727 2.3685 -0.003
C 3.0689 0.2152 1.4182 -0.127
C 3.9149 1.3716 1.5131 -0.036
C 3.8664 2.3420 0.5761 -0.078
C 2.9459 2.2241 -0.5125 -0.043
C 2.1368 1.1495 -0.6674 -0.004
C 2.1495 0.0628 0.2887 -0.361
O 1.3971 -0.9326 0.1728 -0.193
H 0.2855 2.3931 3.2120 0.072
H 1.7540 3.3745 3.4053 0.109
H 0.7504 2.9641 4.8288 0.099
H 2.9143 3.3760 5.4578 0.112
H 5.1252 3.2699 6.5162 0.108
H 6.5420 1.2599 6.2675 0.101
H 5.7389 -0.6302 4.8671 0.116
H 3.3340 -1.6817 4.1125 0.153
H 2.4125 -1.6556 2.0687 0.139
H 4.6191 1.4464 2.3304 0.111
H 4.5170 3.2044 0.6292 0.102
H 2.9102 3.0214 -1.2461 0.113
H 1.4743 1.1046 -1.5233 0.086
O -2.4215 7.7666 4.5081 -0.366
S -3.1968 7.0879 3.4884 0.387
O -2.7022 7.2464 2.1357 -0.372
O -4.6390 7.1819 3.6348 -0.363
C -2.9075 5.3214 3.8599 -0.335
N -2.9846 4.9504 5.1423 0.125
C -2.7411 3.6804 5.4031 -0.125
C -2.4132 2.7540 4.4203 -0.021
C -2.3856 3.2310 3.1190 -0.239
N -2.6347 4.5098 2.8478 0.167
C -2.0292 2.3735 1.9570 -0.151
C -1.7646 1.0143 2.0921 -0.012
C -1.3295 0.3050 0.9914 -0.175
N -1.1712 0.8313 -0.2205 -0.010
C -1.4705 2.1250 -0.3612 -0.117
C -1.8891 2.9317 0.6874 0.027
H -2.8046 3.3781 6.4447 0.106
H -2.1997 1.7266 4.6790 0.097
H -1.8565 0.5078 3.0440 0.108
H -1.0524 -0.7386 1.0925 0.066
H -1.3242 2.5445 -1.3510 0.104
H -2.0886 3.9855 0.5427 0.122
```

Computed properties:
Energy: -106784.843 eV
Gap between HOMO and LUMO: 6.0290 eV
HOMO: -5.31 eV
Energy relative to the best compared isomer or geometry (same formula, charge and spin): 0.0 kJ/mol
Charge: -1

=====

The following is a quantum chemistry calculation of an isolated molecule of C6H9N, from the OMol25 dataset.

The geometry in XYZ format:
```
16
Properties=species:S:1:pos:R:3:nbo_charge:R:1
C 3.1576 0.0836 0.5364 -0.744
C 1.7440 -0.2034 0.1433 0.116
C -1.8710 -0.9421 -0.7798 -0.240
C -1.0019 0.0015 -0.6555 0.094
C -2.9699 -0.9042 0.2298 -0.619
C -0.2168 1.0189 -0.4850 -0.136
N 1.1236 0.9245 -0.0754 -0.565
H 3.2533 0.1591 1.6257 0.237
H 3.7806 -0.7568 0.2544 0.228
H 3.6487 0.9866 0.1310 0.184
H -1.9484 -1.5266 -1.6911 0.226
H -2.8893 0.0112 0.8286 0.218
H -2.9218 -1.7658 0.8820 0.215
H -3.9417 -0.9209 -0.2649 0.215
H -0.5513 2.0177 -0.7033 0.210
H 1.6043 1.8167 0.0238 0.360
```

Computed properties:
Energy: -7853.946 eV
Gap between HOMO and LUMO: 9.0784 eV
HOMO: -8.12 eV
Energy relative to the best compared isomer or geometry (same formula, charge and spin): 406.5 kJ/mol

=====

The following is a quantum chemistry calculation of a structure of composition C2H3N4, from the OMol25 dataset.

The geometry in XYZ format:
```
9
Properties=species:S:1:pos:R:3:nbo_charge:R:1
C -0.3924 -0.5014 0.9460 0.039
C -0.2178 0.8286 0.2396 0.110
N -0.8288 -1.1150 -0.2902 -0.024
N 0.6014 -1.1042 0.0698 -0.006
N -0.6554 0.2176 -0.9390 -0.044
N 0.6998 0.1927 -0.6578 -0.160
H -0.6075 -0.7937 1.8922 0.263
H -0.1722 1.8459 0.4006 0.272
H 1.5730 0.4295 -1.6612 0.552
```

Computed properties:
Energy: -8065.456 eV
Gap between HOMO and LUMO: 10.5368 eV
HOMO: -16.29 eV
Energy relative to the best compared isomer or geometry (same formula, charge and spin): 591.6 kJ/mol
Charge: +1

=====

The following is a quantum chemistry calculation of a structure of composition C33H37O5W, from the OMol25 dataset.

The geometry in XYZ format:
```
76
Properties=species:S:1:pos:R:3:mulliken_spin:R:1
C 1.7521 -3.8917 -1.5978 -0.007
C 1.6555 -2.3858 -1.9024 0.002
C 1.5388 -4.0644 -0.0751 0.001
C 1.8148 -2.6871 0.4977 -0.001
H 2.2557 -4.7889 0.3110 0.000
H 0.5273 -4.4168 0.1183 0.000
C 2.2566 -1.7443 -0.6588 0.003
H 0.5958 -2.1150 -2.0051 0.003
H 2.1814 -2.1515 -2.8353 0.000
C 1.7362 -0.3796 -0.2238 -0.007
H 3.3547 -1.7535 -0.7448 0.001
H 2.6454 -2.7323 1.2092 0.000
C 0.6191 -1.9252 1.1589 0.016
C 0.8406 -4.7181 -2.4769 0.003
C 3.1027 -4.4785 -2.0102 0.001
O 3.7667 -5.2546 -1.3376 0.000
O -0.1128 -4.2686 -3.0890 -0.002
O 1.2460 -5.9976 -2.5621 0.000
O 3.4693 -4.1180 -3.2489 0.000
C 4.5720 -4.8938 -3.7186 0.000
H 4.7027 -4.5836 -4.7532 0.000
H 4.3243 -5.9568 -3.6485 0.000
H 5.4668 -4.6844 -3.1254 0.000
C 0.4413 -6.7491 -3.4639 0.000
H -0.6233 -6.6500 -3.2300 0.000
H 0.7773 -7.7749 -3.3521 0.000
H 0.6132 -6.4052 -4.4899 0.000
O 0.5803 -0.5586 0.5923 0.022
H 1.4348 0.3110 -1.0146 0.015
H 2.5039 0.1104 0.3915 -0.011
C 0.9460 -1.8270 2.6340 0.004
C -0.7659 -2.5419 0.9616 0.005
H -0.8273 -3.5464 1.4031 0.001
H -1.0639 -2.6004 -0.0959 -0.003
H -1.5112 -1.9189 1.4739 -0.001
H 0.2229 -1.1818 3.1434 0.000
H 1.9519 -1.3982 2.7510 -0.001
H 0.9363 -2.8283 3.0996 0.000
W -0.9505 2.6520 -0.4160 1.272
C 0.2615 4.8883 0.3642 0.039
C 1.0927 3.7664 0.6704 0.095
C 1.4073 3.0881 -0.5621 0.087
H 1.4737 3.4824 1.6490 -0.005
C 0.7358 3.8060 -1.6265 -0.102
C 0.0261 4.9164 -1.0407 0.104
H -0.5169 5.6811 -1.5964 0.012
H -0.0934 5.6374 1.0722 -0.004
H 2.1320 2.2902 -0.6976 0.007
H 0.9040 3.6430 -2.6893 0.002
C -2.9682 2.0032 -0.5631 0.029
C -2.7928 3.1650 -1.3968 -0.165
C -1.8259 2.8369 -2.4023 0.018
H -3.3462 4.0897 -1.3326 -0.003
C -1.3863 1.4834 -2.1825 -0.019
C -2.0962 0.9651 -1.0421 0.213
H -2.0713 -0.0622 -0.6962 0.058
H -3.6993 1.8967 0.2292 0.026
H -1.5600 3.4660 -3.2435 0.064
H -0.7725 0.9019 -2.8587 0.040
C -4.2518 5.5166 3.7640 -0.013
C -4.1727 5.5211 2.3594 0.022
C -3.2851 4.6819 1.6987 -0.029
C -2.4625 3.7708 2.3999 0.093
C -1.5479 2.8348 1.8125 -0.005
C -0.8599 1.9318 2.6023 0.066
C -0.8914 2.0088 4.0154 -0.006
C -1.7133 2.9357 4.6172 0.047
C -2.5346 3.7860 3.8444 -0.021
C -3.4291 4.6696 4.4886 0.010
H -4.9571 6.1889 4.2552 -0.001
H -4.7987 6.1808 1.7641 0.003
H -3.2102 4.7195 0.6109 0.017
H -0.2592 1.1462 2.1430 -0.002
H -0.2687 1.3505 4.6182 0.000
H -1.7622 3.0264 5.7014 0.003
H -3.4774 4.6828 5.5806 0.001
```

Computed properties:
Energy: -46881.704 eV
Gap between HOMO and LUMO (alpha / beta): 2.5511 / 4.4269 eV
2S+1: 3
HOMO (alpha / beta): -0.47 / -2.35 eV
Charge: -1

=====

The following is a quantum chemistry calculation of a structure of composition C35H58CoOP2, from the OMol25 dataset.

The geometry in XYZ format:
```
97
Properties=species:S:1:pos:R:3:mulliken_spin:R:1
Co -1.5579 -3.3263 -2.2843 2.125
C -2.6212 -2.6278 0.6435 0.033
C -2.1971 -3.7434 -0.1588 0.347
C -0.3303 -2.6550 0.7799 0.167
C -1.5027 -2.0069 1.2319 0.138
C -0.6879 -3.7095 -0.1678 0.009
C -4.0225 -2.3096 0.9791 -0.039
H -4.7183 -2.7993 0.2949 -0.002
H -4.2142 -1.2338 0.9005 0.012
H -4.3083 -2.6095 2.0042 0.020
C -1.5438 -0.7772 2.1153 -0.005
H -2.4148 -0.1398 1.8881 0.001
H -0.6754 -0.1276 1.9033 0.015
H -1.5735 -0.9509 3.2025 -0.005
C 0.9954 -2.3502 1.3763 -0.009
H 1.0708 -2.6461 2.4399 0.012
H 1.1964 -1.2654 1.3964 0.021
H 1.8298 -2.8197 0.8487 -0.002
C 0.1434 -4.9307 -0.2287 -0.016
H 0.0853 -5.4160 0.7674 0.011
H 1.2083 -4.7016 -0.4210 0.001
H -0.2173 -5.6378 -0.9899 -0.007
C -2.9864 -4.9957 -0.1111 0.021
H -3.0016 -5.5079 0.8684 0.007
H -2.6080 -5.7123 -0.8394 0.006
H -4.0347 -4.7598 -0.3170 0.000
C -1.5467 2.8916 -0.6907 -0.005
C -2.1276 1.9461 0.1142 0.008
C -2.3584 0.5575 -0.3826 0.002
C -1.6590 0.2471 -1.6645 0.047
C -0.2567 -0.2369 -1.3968 -0.153
C 0.7444 0.5047 -0.8744 0.047
C 0.7246 1.9327 -0.9133 -0.009
C -0.3443 2.7854 -1.6114 0.002
H -3.4237 0.2698 -0.3656 -0.008
H -1.7118 1.1063 -2.3009 0.012
H -1.8698 -0.2017 0.2007 0.022
H -0.4392 2.5214 -2.6921 0.001
H -1.8148 3.9553 -0.6218 0.000
H -2.5901 2.1988 1.1029 0.000
H 0.0976 3.8068 -1.6334 0.000
H 0.6579 2.0463 0.1901 -0.011
H 1.5021 -0.0290 -0.2736 -0.011
H 1.7019 2.1316 -1.3935 0.002
H -2.2946 -0.4525 -2.2094 0.012
H -0.2499 -1.2390 -0.8868 0.078
P -1.9836 -0.2464 -4.4876 0.004
C -1.7665 1.5517 -5.0608 -0.001
C -2.5379 -0.9002 -6.1138 0.004
P 0.0002 -1.9929 -3.0806 0.064
C -0.1606 -0.6249 -4.3583 0.011
C -0.3727 -3.4595 -4.1940 -0.030
C 1.7885 -1.8861 -2.8304 0.004
H -0.7373 1.9141 -4.8796 0.001
H -2.4871 2.1756 -4.4986 0.000
H -1.9804 1.6380 -6.1422 0.000
H -2.1236 -0.3408 -6.9709 0.000
H -3.6335 -0.7809 -6.1171 0.000
H -2.3107 -1.9701 -6.2077 0.001
H 2.2840 -1.5435 -3.7492 0.002
H 2.1631 -2.8679 -2.5481 -0.001
H 2.0705 -1.1989 -2.0304 0.000
H 0.3720 0.2687 -3.9672 0.001
H 0.2728 -0.9125 -5.3444 0.001
H 0.0273 -4.3722 -3.7458 -0.002
H 0.0928 -3.2974 -5.1601 0.006
H -1.4732 -3.5696 -4.3573 0.000
C 0.5263 4.5893 1.3941 0.025
C 1.8591 3.9384 1.0231 0.051
C 2.7090 4.7325 0.0266 -0.001
C 2.5574 3.3167 2.1963 0.133
C 3.6814 3.9073 2.7452 -0.082
C 4.1872 3.4353 3.9546 0.240
C 3.6061 2.3386 4.5910 -0.054
C 2.5635 1.6243 4.0213 0.064
C 1.9217 0.4464 4.7588 -0.013
C 2.9610 -0.5413 5.2943 0.016
C 1.0354 0.9341 5.9099 0.021
C 2.0794 2.0137 2.7091 0.265
O 1.3321 1.2433 2.0507 0.353
H 0.6678 5.4506 2.0660 -0.005
H -0.0993 3.8457 1.9060 0.004
H -0.0146 4.9208 0.4976 0.001
H 1.6253 3.0337 0.4750 0.006
H 2.9657 5.7379 0.3848 0.002
H 3.6295 4.1770 -0.2033 -0.001
H 2.1581 4.8264 -0.9216 0.000
H 4.1158 4.7681 2.2392 0.005
H 5.0248 3.9576 4.4176 0.007
H 3.9585 2.0242 5.5707 0.010
H 1.2878 -0.0748 4.0270 0.000
H 3.6053 -0.0702 6.0468 0.000
H 2.4624 -1.3965 5.7635 0.001
H 3.5942 -0.9165 4.4834 -0.005
H 0.2599 1.6102 5.5350 -0.004
H 0.5469 0.0878 6.4051 0.001
H 1.6333 1.4728 6.6572 -0.001
```

Computed properties:
Energy: -95474.083 eV
Gap between HOMO and LUMO (alpha / beta): 7.3362 / 6.1863 eV
2S+1: 5
HOMO (alpha / beta): -10.10 / -10.52 eV
Energy relative to the best compared isomer or geometry (same formula, charge and spin): 567.1 kJ/mol
Charge: +1

=====

Which of these has the highest energy?
C6H9N

=====

What did the first record say?
The following is a quantum chemistry calculation of an isolated molecule of C3H4N2OS2, from the OMol25 dataset.

The geometry in XYZ format:
```
12
Properties=species:S:1:pos:R:3:nbo_charge:R:1
C -0.1242 -0.7734 0.0304 0.141
C -1.3451 -1.6613 0.1160 -0.122
C -0.6508 0.6288 0.0174 0.019
H 2.1543 0.7787 0.0102 0.122
H -1.3463 -2.4391 -0.6378 0.221
H -1.4802 -2.1084 1.1250 0.205
H -2.6663 1.2266 -0.1493 0.427
N 1.0355 -1.2862 0.0072 -0.509
N -1.9572 0.4793 0.0025 -0.255
O -2.4673 -0.7974 -0.1514 -0.336
S 2.5151 -0.5068 -0.0410 0.251
S 0.1255 2.0947 0.0293 -0.163
```

Computed properties:
Energy: -29871.175 eV
Gap between HOMO and LUMO: 8.1954 eV
HOMO: -8.72 eV
Energy relative to the best compared isomer or geometry (same formula, charge and spin): 286.5 kJ/mol
Structure (SMILES): S=C1NOC/C1=N/S